1.
A molecular structure, C39H40BrMgNSSi2. Source: the OMol25 dataset; level of theory: ωB97M-V with the def2-TZVPD basis set.

Geometry (Å):
Mg (0.1288, 0.4374, -0.2254)
Br (2.1569, 3.0342, -0.9248)
C (1.2962, 3.3930, -2.5811)
C (1.8853, 4.3416, -3.3662)
C (1.3052, 4.6799, -4.6079)
C (0.1515, 4.0687, -4.9995)
C (-0.4711, 3.0844, -4.1882)
C (-1.6685, 2.4673, -4.6175)
C (-2.2301, 1.4851, -3.8510)
C (-1.6119, 1.0731, -2.6520)
C (-0.4549, 1.6275, -2.1321)
C (0.1041, 2.6837, -2.9342)
H (2.7934, 4.8271, -3.0345)
H (1.7818, 5.4213, -5.2386)
H (-0.3116, 4.3218, -5.9490)
H (-2.1138, 2.7811, -5.5567)
H (-3.1525, 1.0097, -4.1704)
H (-2.0916, 0.2550, -2.1140)
C (-2.8334, 0.4325, 2.6866)
Si (-2.3446, 0.4530, 0.8075)
C (-3.5759, 1.8296, 0.2428)
C (-3.2118, -1.1652, 0.1648)
C (-4.5798, -1.3502, 0.4301)
C (-5.2739, -2.4818, 0.0227)
C (-4.5895, -3.4856, -0.6561)
C (-3.2378, -3.3203, -0.9291)
C (-2.5209, -2.1692, -0.5570)
Si (-0.6502, -1.9911, -1.1217)
C (-0.7966, -2.4947, -2.9863)
C (0.1039, -3.6274, -0.4262)
H (-3.9165, 0.3230, 2.8392)
H (-2.5338, 1.3895, 3.1391)
H (-2.3315, -0.3745, 3.2396)
H (-4.5545, 1.7574, 0.7414)
H (-3.7394, 1.8041, -0.8392)
H (-3.1509, 2.8137, 0.4805)
H (-5.1236, -0.5784, 0.9730)
H (-6.3354, -2.5828, 0.2307)
H (-5.1089, -4.3853, -0.9745)
H (-2.7188, -4.1198, -1.4549)
H (-1.4706, -3.3485, -3.1502)
H (0.1949, -2.7788, -3.3651)
H (-1.1565, -1.6587, -3.5999)
H (-0.3014, -4.5312, -0.9079)
H (-0.0715, -3.7090, 0.6536)
H (1.1922, -3.6244, -0.5727)
N (0.5422, 1.8699, 1.7123)
C (0.6890, 2.0099, 2.8397)
C (0.8460, 2.1053, 4.2690)
C (-0.1725, 1.6981, 5.1182)
C (-0.0189, 1.8330, 6.4900)
C (1.1465, 2.3677, 7.0171)
C (2.1703, 2.7581, 6.1673)
C (2.0238, 2.6256, 4.7950)
H (-1.0734, 1.2723, 4.6935)
H (-0.8145, 1.5153, 7.1515)
H (1.2605, 2.4725, 8.0885)
H (3.0874, 3.1652, 6.5741)
H (2.8133, 2.9167, 4.1141)
C (3.0822, -1.5127, -3.3329)
S (2.4803, 0.1957, -3.3885)
C (1.3903, 0.1696, -4.8414)
H (2.3667, -2.1700, -3.8247)
H (3.1486, -1.7943, -2.2814)
H (4.0599, -1.6105, -3.8062)
H (1.8011, 0.7773, -5.6477)
H (0.4184, 0.5654, -4.5441)
H (1.2624, -0.8576, -5.1809)
C (1.7580, -3.0870, 3.9563)
C (0.6473, -2.3181, 3.5379)
C (0.7682, -1.4678, 2.4732)
C (1.9957, -1.3018, 1.7664)
C (2.0678, -0.3880, 0.6515)
C (3.3292, -0.2807, 0.0860)
C (4.4584, -1.0156, 0.5265)
C (4.3594, -1.9016, 1.5636)
C (3.1112, -2.0649, 2.2173)
C (2.9556, -2.9630, 3.3069)
H (1.6508, -3.7863, 4.7792)
H (-0.3018, -2.4145, 4.0541)
H (-0.0939, -0.8985, 2.1274)
H (3.4825, 0.4088, -0.7427)
H (5.4146, -0.8778, 0.0276)
H (5.2189, -2.4706, 1.9060)
H (3.8081, -3.5630, 3.6130)

Orbital gap   4.1 eV
Spin multiplicity   1
HOMO   -0.05 eV
Net charge   -2

2.
2 unconnected molecules or ions with the total composition C4H8N2O4 at a distorted geometry. Source: the OMol25 dataset; level of theory: ωB97M-V with the def2-TZVPD basis set.

Geometry (Å):
N (-3.8313, 1.0575, -0.3058)
C (-2.7616, 0.6472, -0.4537)
C (-1.3954, 0.0744, -0.6516)
O (-1.3588, -1.2822, -0.3902)
C (-0.3713, 0.9081, 0.1735)
O (-0.7949, 2.2317, 0.2776)
C (1.0088, 0.8477, -0.4817)
O (1.8151, 1.7402, -0.3403)
O (1.1670, -0.1740, -1.3088)
H (-1.1527, 0.2303, -1.7158)
H (-1.5903, -1.4682, 0.5703)
H (-0.2950, 0.4889, 1.1866)
H (-0.0756, 2.8084, -0.0138)
H (1.7745, 0.0637, -2.0253)
N (1.8796, -1.8218, 1.2343)
H (1.8739, -1.6631, 2.2391)
H (1.2788, -2.6203, 1.0409)
H (2.8292, -2.0686, 0.9648)

SMILES   N#C[C@H](O)[C@H](O)C(=O)O.N
Orbital gap   10.9 eV
Spin multiplicity   1
HOMO   -10.50 eV